No. 1
Formula: C26H41BrN6P2Ru
Source: the OMol25 dataset
Level of theory: ωB97M-V/def2-TZVPD

```
! RIJCOSX wB97M-V def2-TZVPD def2/J DEFGRID3
* xyz 4 5
C -0.6807 -6.0711 -2.5473
C -0.2247 -4.7324 -2.5397
C 0.8491 -4.4073 -3.4250
C 1.4230 -5.4202 -4.2025
N 0.9827 -6.6816 -4.1521
C -0.0277 -7.0116 -3.3463
C -0.7333 -3.7650 -1.6379
C -0.3546 -2.8160 -0.8812
C 0.3720 -2.0843 0.0979
C 0.4441 -0.6884 -0.2110
C 1.0356 0.1672 0.7643
C 1.4551 -0.3412 1.9836
C 1.6389 -1.7429 2.1336
C 1.1032 -2.6234 1.2113
Ru -1.4710 -1.3174 -0.3164
P -2.3809 0.6986 -0.1276
H 1.2225 -3.3801 -3.5017
H -1.5264 -6.3654 -1.9174
H 2.2480 -5.1730 -4.8805
H -0.3556 -8.0576 -3.3311
H 1.2590 -3.7107 1.2223
H 0.3775 -0.4222 -1.2825
H 2.1923 -2.1097 2.9850
H 1.0992 1.1903 0.4661
C -2.1138 1.3701 1.5706
C -2.2083 2.8914 1.7356
H -1.1292 0.9940 1.8975
H -2.8678 0.8535 2.1879
H -2.4067 3.1174 2.7940
H -1.2625 3.3776 1.4520
H -3.0196 3.3343 1.1420
C -1.7748 1.9315 -1.2912
C -2.3987 1.8002 -2.6835
H -0.6907 1.7569 -1.3490
H -1.9329 2.9380 -0.8757
H -1.6359 1.9482 -3.4533
H -2.8522 0.8225 -2.8763
H -3.1758 2.5530 -2.8595
C -4.1981 0.6370 -0.3086
C -4.8496 2.0169 -0.2779
H -4.5476 0.0023 0.5222
H -4.4136 0.0812 -1.2326
H -5.9308 1.9072 -0.4256
H -4.6893 2.5014 0.6944
H -4.4583 2.6728 -1.0691
Br 1.3938 0.7294 3.5072
P 3.6443 2.5658 -0.1767
C 1.9087 3.1265 -0.1276
C 1.8054 4.6507 -0.2276
H 1.4854 2.8159 0.8416
H 1.3885 2.6455 -0.9700
H 0.8219 4.9383 -0.6122
H 1.9318 5.1305 0.7512
H 2.5644 5.0535 -0.9054
C 4.0088 2.4795 1.6225
C 5.4900 2.5928 1.9859
H 3.5738 1.5512 2.0240
H 3.4706 3.3323 2.0682
H 5.5787 2.5464 3.0783
H 6.0823 1.7728 1.5625
H 5.9061 3.5527 1.6526
C 3.8657 0.8628 -0.8264
C 4.8792 0.8684 -1.9864
H 2.8867 0.4863 -1.1524
H 4.2243 0.2331 0.0020
H 5.0686 -0.1496 -2.3424
H 4.5056 1.4579 -2.8321
H 5.8382 1.2992 -1.6758
N -4.6375 -1.1437 3.8521
N -3.5624 -1.6318 3.1102
N -2.7813 -2.6725 3.5188
C -2.1271 -2.9548 2.3848
N -2.4597 -2.1026 1.3686
N -3.4716 -1.3249 1.8326
H -4.7227 -0.1431 3.6929
H -4.5261 -1.4253 4.8266
H -1.4255 -3.7853 2.2946
*
```

Output
Kohn-Sham gap (alpha / beta) ... 5.581 / 5.111 eV
Energy above the lowest of the compared OMol25 structures with the same formula, charge and spin ... 46.8 kJ/mol
HOMO (alpha / beta) ... -19.25 / -19.66 eV
LUMO (alpha / beta) ... -13.7 / -14.6 eV

No. 2
Formula: C26H41O6PSi
Source: the OMol25 dataset
Level of theory: ωB97M-V/def2-TZVPD

```
! RIJCOSX wB97M-V def2-TZVPD def2/J DEFGRID3
* xyz 0 1
C -2.2048 2.4316 -0.9652
Si -1.6209 0.7198 -0.4076
C -0.9864 0.9351 1.3722
C -2.9704 -0.5872 -0.5626
C -0.1173 0.1708 -1.4409
C 0.7703 -0.8100 -1.0250
C 1.8754 -1.1740 -1.7627
C 2.0955 -0.5447 -2.9644
C 1.2076 0.4204 -3.3984
C 0.1001 0.7867 -2.6722
C 1.5152 1.0693 -4.7305
O 0.6707 1.2776 -5.5785
C 2.9931 1.3879 -4.9204
C 3.4697 2.5643 -5.4831
P 2.2515 3.8419 -5.9965
O 1.8226 3.6001 -7.3907
C 4.8356 2.7399 -5.6196
C 5.7127 1.7660 -5.2087
C 5.2305 0.6144 -4.6330
C 3.8797 0.4116 -4.4866
C 3.2943 -0.8282 -3.8375
O 3.7391 -1.9447 -4.0237
H -1.5755 3.2337 -0.5612
H -2.2174 2.5130 -2.0584
H -3.2172 2.5769 -0.5666
H -1.7030 1.5987 1.8743
H -0.0121 1.4352 1.3795
H -0.9323 -0.0508 1.8472
H -2.7416 -1.1842 -1.4561
H -3.9610 -0.1333 -0.6622
H -2.9178 -1.2819 0.2937
H 0.5589 -1.2533 -0.0535
H 2.5463 -1.9405 -1.3878
H -0.5520 1.5440 -3.0963
H 1.1427 3.7236 -5.1220
H 2.8170 5.1176 -5.7637
H 5.2166 3.6571 -6.0637
H 6.7814 1.9090 -5.3323
H 5.9133 -0.1557 -4.2813
C 5.2622 -2.1844 0.2090
C 4.7109 -1.4577 1.4268
C 5.4451 -1.8705 2.6933
O 3.3165 -1.7366 1.5685
H 5.1366 -3.2658 0.3147
H 4.7246 -1.8867 -0.6920
H 6.3227 -1.9706 0.0670
H 4.8033 -0.3803 1.2834
H 5.3242 -2.9418 2.8775
H 5.0364 -1.3485 3.5594
H 6.5111 -1.6484 2.6232
H 3.2169 -2.6860 1.6975
C -3.4118 -2.2078 4.5573
C -3.9903 -3.0410 3.4228
C -3.9870 -4.5213 3.7715
O -3.2331 -2.8254 2.2316
H -2.3734 -2.4900 4.7526
H -3.4105 -1.1495 4.2944
H -3.9857 -2.3379 5.4765
H -5.0102 -2.7162 3.2108
H -2.9663 -4.8750 3.9424
H -4.3959 -5.1087 2.9486
H -4.5774 -4.7183 4.6678
H -2.3280 -3.1078 2.4025
C -6.1438 1.4326 3.6334
C -4.6697 1.4935 3.2640
C -3.8620 2.2133 4.3333
O -4.5145 2.1602 2.0121
H -6.5605 2.4396 3.7258
H -6.7120 0.9211 2.8552
H -6.2939 0.9067 4.5779
H -4.2832 0.4822 3.1306
H -4.2063 3.2450 4.4479
H -2.8084 2.2565 4.0530
H -3.9454 1.7101 5.2983
H -4.8516 3.0575 2.1074
*
```

Output
Kohn-Sham gap ... 8.975 eV
SMILES ... C[Si](C)(C)c1ccc2c(c1)C(=O)c1c([PH2]=O)cccc1C2=O.CC(C)O.CC(C)O.CC(C)O
HOMO ... -9.45 eV
LUMO ... -0.5 eV

No. 3
Formula: C26H42Al2BBrClF8IN2O15P2S
Source: the OMol25 dataset
Level of theory: ωB97M-V/def2-TZVPD

```
! RIJCOSX wB97M-V def2-TZVPD def2/J DEFGRID3
* xyz 2 1
C 8.1632 -1.0405 4.2449
C 6.6430 -0.9472 4.4652
O 5.9708 -1.7920 3.9282
N 5.9933 0.0238 5.2636
C 5.7959 1.2991 4.5375
C 4.5444 1.1977 3.6647
C 3.2752 1.1827 4.5264
C 2.1304 0.5345 3.7248
C 0.8495 0.4063 4.5621
C 0.7063 -1.0164 5.1073
N 0.4182 -1.8842 3.9762
C -0.2627 -1.3117 3.0189
P -0.7641 -2.3128 1.5487
O -1.3051 -3.5760 2.2951
I -2.6805 -1.1023 0.6059
S -0.5677 0.3242 3.3275
H 8.7891 -0.4703 4.9319
H 8.4222 -0.8051 3.1998
H 8.4279 -2.0952 4.3998
H 6.4257 0.1594 6.1731
H 6.6646 1.6125 3.9517
H 5.5829 2.0451 5.3010
H 4.5627 0.2385 3.1430
H 4.4799 2.0022 2.9335
H 3.4605 0.5858 5.4203
H 2.9754 2.2002 4.7778
H 1.9552 1.1626 2.8531
H 2.4669 -0.4593 3.4340
H 0.6428 1.1885 5.2825
H -0.2265 -1.0119 5.6826
H 1.5551 -1.3349 5.7042
H 0.6819 -2.8597 3.9033
H -1.9710 -4.1854 1.8019
F -1.9379 -5.6927 1.8365
Al 9.9627 -2.0475 2.3572
C -5.9086 0.1763 -0.8889
O -6.7978 0.9446 -1.7703
P -6.5427 0.4723 -3.4196
O -5.1622 0.8739 -3.6822
O -7.6280 1.4640 -3.9875
C -7.4595 2.8947 -3.8830
O -6.8940 -0.7176 -4.4206
C -7.9417 -1.6672 -4.0457
H -6.2945 0.2364 0.1187
H -5.8658 -0.8880 -1.1345
H -4.9102 0.6029 -0.9227
H -6.4068 3.1640 -3.8122
H -7.9992 3.2711 -3.0174
H -7.8859 3.3275 -4.7824
H -8.8898 -1.1507 -3.9016
H -7.6663 -2.2014 -3.1384
H -8.0375 -2.3777 -4.8598
Br -6.8282 2.4628 -0.3938
C -5.6200 -1.6207 -6.8816
C -4.6639 -1.4663 -8.0361
C -5.2195 -1.9687 -9.3376
O -4.0042 -2.3710 -10.0904
C -3.0454 -2.6963 -9.0745
O -2.0207 -3.2169 -9.3012
O -3.4808 -2.3015 -7.8745
H -5.2436 -1.0932 -6.0103
H -6.6009 -1.2163 -7.1314
H -5.7197 -2.6715 -6.6023
H -4.3336 -0.4294 -8.1123
H -5.7602 -1.2113 -9.8968
H -5.8543 -2.8410 -9.1982
B -7.7864 4.0721 2.6400
F -6.7082 4.0684 3.5033
F -8.5003 5.2394 2.6981
F -7.2217 3.9888 1.2525
F -8.5839 2.9520 2.8065
C -0.6238 3.5504 -9.1918
C -1.9144 3.4077 -8.8500
C -2.5421 2.0505 -8.6646
O -3.7158 1.9974 -8.3320
C -1.7288 0.8796 -8.8879
C -0.4362 1.0144 -9.2346
C 0.2018 2.3761 -9.3953
O 1.3788 2.4074 -9.6910
O 0.3595 -0.0095 -9.4564
O -2.7228 4.4362 -8.6503
H -0.1640 4.5193 -9.3252
H -2.1921 -0.0894 -8.7712
H 1.2334 0.3676 -9.6886
H -3.5939 4.0654 -8.4144
Cl -5.3327 -3.0947 -11.7166
C 8.1892 -2.8372 8.8217
C 7.8867 -1.6100 7.9779
O 7.4447 -0.4832 8.7184
C 8.4371 0.3162 9.3367
O 9.4235 0.7157 8.5833
C 8.9941 -0.2696 10.6499
F 8.0616 -0.8238 11.4060
F 9.4863 0.9053 11.3067
F 10.0070 -1.1013 10.6046
H 7.4525 -2.9505 9.6155
H 8.1812 -3.7321 8.1978
H 9.1741 -2.7815 9.2785
H 7.0426 -1.8510 7.3221
H 8.7210 -1.3509 7.3158
H 7.7651 1.1557 9.7545
Al 9.1826 2.4972 10.0861
*
```

Output
Kohn-Sham gap ... 1.065 eV
HOMO ... -11.66 eV
LUMO ... -10.6 eV

No. 4
Formula: C26H42Br2F5InN2
Source: the OMol25 dataset
Level of theory: ωB97M-V/def2-TZVPD

```
! RIJCOSX wB97M-V def2-TZVPD def2/J DEFGRID3
* xyz 0 1
C 6.1194 -3.1911 -1.5324
C 5.7287 -2.9654 -3.0438
Br 6.0677 -4.4540 -4.2871
C 5.1494 -1.8111 -3.5005
Br 4.6981 -1.6749 -5.4149
In 4.7327 -0.1831 -1.9955
C 5.0028 1.9077 -2.7557
C 6.3641 2.1871 -3.5154
C 7.6548 1.6097 -2.8149
C 8.0339 0.1931 -3.4290
N 9.5095 0.0133 -3.4713
C 2.5947 -0.4990 -1.2817
F 2.3655 0.4871 -0.2634
F 2.4434 -1.7701 -0.6530
C 1.4954 -0.2812 -2.3576
C 1.6722 0.3718 -3.6411
C 0.5313 0.5531 -4.5542
C -0.8158 0.0876 -4.2168
C -0.9684 -0.6079 -2.9415
C -2.3533 -1.1758 -2.5078
F -2.4433 -1.2747 -1.1400
F -3.3833 -0.4654 -3.0672
F -2.4176 -2.4808 -2.9967
C 0.1469 -0.7896 -2.0352
H 6.6459 -4.1859 -1.4916
H 6.8269 -2.4197 -1.1505
H 5.1856 -3.2713 -0.9088
H 5.7729 -0.4960 -0.5530
H 5.0060 2.5803 -1.8439
H 4.1701 2.2955 -3.4062
H 6.4921 3.3146 -3.5306
H 6.2705 1.8981 -4.6020
H 8.5084 2.3042 -3.0749
H 7.5660 1.5729 -1.6999
H 7.5453 0.1183 -4.4303
H 7.5793 -0.5782 -2.7484
H 9.8542 -0.3850 -2.5990
H 9.7498 -0.6015 -4.2531
H 2.6711 0.7449 -3.9540
H 0.6678 1.0832 -5.5221
H -1.6914 0.2453 -4.8888
H 0.0022 -1.3222 -1.0716
C -1.7801 1.2276 2.2637
C -2.9202 1.0447 1.2685
C -4.2787 1.5627 1.7314
C -4.7178 1.2831 3.1660
N -5.0356 -0.1336 3.6358
C -6.4915 -0.5046 3.3677
C -6.5031 -0.9310 1.9121
C -5.1580 -1.6220 1.6960
C -4.3091 -1.2679 2.9133
C -4.6958 -0.2459 5.1221
C -5.4791 0.6444 6.0892
C -5.2396 2.1532 6.0680
H -2.0156 0.8371 3.2573
H -0.8939 0.6944 1.9148
H -1.5192 2.2850 2.3671
H -2.9900 -0.0064 0.9872
H -2.6560 1.5595 0.3397
H -5.0545 1.2880 1.0149
H -4.2308 2.6577 1.6676
H -5.6314 1.8518 3.3325
H -3.9563 1.6769 3.8345
H -6.7320 -1.3472 4.0202
H -7.1388 0.3398 3.5921
H -6.5993 -0.0643 1.2592
H -7.3446 -1.5851 1.6831
H -4.7018 -1.3035 0.7583
H -5.2782 -2.7040 1.6280
H -3.2739 -1.0031 2.7275
H -4.3037 -2.1261 3.5876
H -3.6214 -0.0689 5.2119
H -4.8847 -1.2835 5.4034
H -5.1946 0.3121 7.0925
H -6.5516 0.4467 5.9993
H -4.1748 2.3964 6.0435
H -5.6651 2.6098 6.9620
H -5.7305 2.6423 5.2270
*
```

Output
Kohn-Sham gap ... 5.814 eV
Energy above the lowest of the compared OMol25 structures with the same formula, charge and spin ... 0.0 kJ/mol
HOMO ... -6.81 eV
LUMO ... -1.0 eV

No. 5
Formula: C26H42BrN3P2PbS
Source: the OMol25 dataset
Level of theory: ωB97M-V/def2-TZVPD

```
! RIJCOSX wB97M-V def2-TZVPD def2/J DEFGRID3
* xyz 2 1
C 2.7871 3.7433 -8.4461
C 1.5609 3.8808 -7.7635
C 0.5217 4.5501 -8.4489
C 0.7689 5.1174 -9.7189
N 1.9619 4.9984 -10.2937
C 2.9556 4.3368 -9.7150
C 1.3848 3.3381 -6.4297
C 1.1388 2.7997 -5.3611
C 0.6249 2.1651 -4.2165
C 0.9746 0.8616 -3.8775
C 0.4563 0.2799 -2.7185
C -0.4681 0.9618 -1.9131
C -0.8137 2.2751 -2.2908
C -0.2809 2.8767 -3.4296
Pb 0.5500 1.7627 0.0578
P -1.5574 -1.3909 -0.7866
H -0.4747 4.6343 -8.0118
H 3.6050 3.1780 -8.0015
H -0.0253 5.6690 -10.2493
H 3.9240 4.2560 -10.2378
H -0.5010 3.9058 -3.6863
H 1.6893 0.3180 -4.4977
H -1.4072 2.9090 -1.6244
H 0.8373 -0.6871 -2.4313
C -2.5647 -2.4757 0.3435
C -3.8792 -3.0774 -0.1055
H -2.7895 -1.8376 1.2103
H -1.8698 -3.2441 0.7068
H -4.2720 -3.6667 0.7364
H -4.6366 -2.3158 -0.3335
H -3.7745 -3.7562 -0.9588
C -2.8036 -0.8326 -2.0149
C -2.7075 -1.3658 -3.4406
H -2.6745 0.2567 -2.0469
H -3.7898 -1.0259 -1.5785
H -3.4318 -0.8124 -4.0552
H -1.7213 -1.2000 -3.8946
H -2.9604 -2.4320 -3.5174
C -0.5897 -2.7101 -1.6423
C -1.2228 -4.0840 -1.8787
H 0.3070 -2.8197 -1.0096
H -0.2696 -2.2926 -2.6048
H -0.4780 -4.7019 -2.4019
H -1.4777 -4.5965 -0.9423
H -2.1124 -4.0475 -2.5237
Br -1.7847 0.3466 1.2476
P -4.4859 3.4359 -0.2153
C -4.8333 1.6679 -0.6671
C -6.2657 1.2480 -0.3273
H -4.1041 1.0142 -0.1626
H -4.6699 1.5741 -1.7498
H -6.5631 0.3656 -0.9064
H -6.3729 0.9982 0.7334
H -6.9745 2.0487 -0.5624
C -3.2010 3.3660 1.1202
C -3.4648 4.3710 2.2493
H -2.1850 3.5087 0.7038
H -3.2196 2.3406 1.5336
H -2.9459 4.0624 3.1661
H -3.0929 5.3667 1.9800
H -4.5360 4.4377 2.4743
C -3.6235 4.1261 -1.6932
C -4.5460 4.9204 -2.6142
H -3.1316 3.3327 -2.2670
H -2.8451 4.7960 -1.3030
H -3.9527 5.5319 -3.2998
H -5.1809 4.2702 -3.2212
H -5.1853 5.5872 -2.0314
N 1.7716 -0.4385 3.1491
C 1.9164 -1.3190 2.1387
N 2.1132 -2.6025 2.4979
S 1.8590 -0.7857 0.4983
H 1.7847 -0.7007 4.1341
H 1.6762 0.5455 2.9031
H 2.2684 -3.3046 1.7872
H 2.1802 -2.8737 3.4772
*
```

Output
Kohn-Sham gap (alpha / beta) ... 4.711 / 2.960 eV
Energy above the lowest of the compared OMol25 structures with the same formula, charge and spin ... 137.9 kJ/mol
HOMO (alpha / beta) ... -12.97 / -12.28 eV
LUMO (alpha / beta) ... -8.3 / -9.3 eV

No. 6
Formula: C26H42BrNOOsP2
Source: the OMol25 dataset
Level of theory: ωB97M-V/def2-TZVPD

```
! RIJCOSX wB97M-V def2-TZVPD def2/J DEFGRID3
* xyz 4 5
C -3.8839 -1.5456 0.4993
C -2.9692 -0.8143 -0.2773
C -3.4429 0.1587 -1.1844
C -4.8300 0.3029 -1.2672
N -5.6753 -0.3825 -0.5272
C -5.2433 -1.2680 0.3474
C -1.5766 -1.2423 -0.2135
C -0.9517 -2.3932 -0.1384
C -0.3139 -3.4294 -0.8748
C 1.0879 -3.3667 -0.6646
C 1.9617 -3.7812 -1.6602
C 1.3918 -4.2137 -2.8426
C 0.0277 -4.4769 -3.0244
C -0.8714 -4.0396 -2.0350
Os 0.4919 -0.8933 0.1513
P -0.4096 0.7182 1.6060
H -2.7614 0.6976 -1.8485
H -3.5362 -2.3577 1.1494
H -5.2396 0.9820 -2.0062
H -5.9586 -1.8268 0.9285
H -1.9563 -4.0324 -2.1730
H 1.4783 -2.7385 0.1867
H -0.3280 -4.9478 -3.9369
H 3.0412 -3.6678 -1.5492
C 0.6693 1.7199 2.7664
C 0.0967 3.0581 3.2628
H 1.6066 1.8932 2.2095
H 0.9268 1.0745 3.6260
H 0.8383 3.5571 3.9050
H -0.1223 3.7433 2.4316
H -0.8089 2.9402 3.8764
C -1.4195 2.0252 0.7084
C -2.7222 2.4678 1.3824
H -1.6462 1.5624 -0.2619
H -0.7772 2.8927 0.4932
H -3.1941 3.2591 0.7815
H -3.4450 1.6392 1.4332
H -2.5723 2.8940 2.3870
C -1.6891 -0.0988 2.6954
C -2.1382 0.6469 3.9550
H -1.2697 -1.0877 2.9523
H -2.5650 -0.2981 2.0599
H -2.8437 0.0141 4.5122
H -1.2914 0.8675 4.6135
H -2.6842 1.5734 3.7326
Br 2.6249 -4.4425 -4.3269
P 1.6955 0.7887 -1.0376
C 1.5955 2.6251 -0.8622
C 2.7941 3.4962 -1.2743
H 1.3648 2.8163 0.1992
H 0.7144 2.9487 -1.4399
H 2.5863 4.5376 -0.9902
H 3.7247 3.2068 -0.7731
H 2.9761 3.5053 -2.3575
C 3.4712 0.3901 -0.7964
C 4.4008 0.3379 -2.0090
H 3.4740 -0.5917 -0.2930
H 3.8738 1.1184 -0.0746
H 5.3792 -0.0569 -1.7031
H 4.0362 -0.3154 -2.8074
H 4.5962 1.3237 -2.4487
C 1.1793 0.4541 -2.7635
C 1.5191 1.4906 -3.8383
H 0.0843 0.3353 -2.7025
H 1.5898 -0.5292 -3.0371
H 1.1525 1.1360 -4.8095
H 1.0435 2.4606 -3.6570
H 2.5962 1.6573 -3.9513
C 1.4061 -3.1192 2.6198
O 1.4056 -1.7652 2.0823
H 1.4656 -3.8454 1.8078
H 0.4912 -3.2911 3.1877
H 2.2658 -3.2451 3.2755
H 2.0120 -1.2129 2.6130
*
```

Output
Kohn-Sham gap (alpha / beta) ... 6.893 / 4.832 eV
Energy above the lowest of the compared OMol25 structures with the same formula, charge and spin ... 0.0 kJ/mol
HOMO (alpha / beta) ... -19.82 / -20.64 eV
LUMO (alpha / beta) ... -12.9 / -15.8 eV